{
  "formula": "C6H17NO",
  "method": "the ωB97M-V functional and the def2-TZVPD basis",
  "elements": ["C", "C", "C", "C", "C", "C", "N", "H", "H", "H", "H", "H", "H", "H", "H", "H", "H", "H", "H", "H", "H", "H", "H", "H", "O"],
  "positions_angstrom": [[2.0762, -1.8488, -2.4599], [0.5532, -1.5449, -2.1755], [0.2294, -1.6408, -0.7100], [0.8890, -0.3884, -0.0009], [0.1672, 0.9149, -0.3877], [-1.4142, 0.7585, -0.1776], [-1.8842, 1.2658, 1.0927], [2.1921, -2.2149, -3.4326], [2.4343, -2.5316, -1.7731], [2.7146, -0.9788, -2.3680], [0.0780, -2.4009, -2.7685], [0.0331, -0.7611, -2.7072], [0.5301, -2.5823, -0.3137], [-0.9590, -1.6688, -0.6724], [0.7502, -0.5435, 0.9865], [1.9215, -0.3198, -0.3407], [0.3034, 1.2715, -1.4920], [0.3886, 1.8488, 0.2321], [-2.0771, 1.3312, -0.9572], [-1.7597, -0.2900, -0.3086], [-1.3253, 0.9587, 1.9071], [-1.9587, 2.2586, 1.0975], [-1.3965, 1.8005, 4.2577], [-0.3456, 2.8131, 4.3154], [-0.4174, 1.9558, 4.0198]],
  "atomic_forces_ev_per_a": [[-1.76, 3.00, -0.11], [0.40, -3.36, -1.83], [-2.32, 1.84, -0.76], [-1.20, -0.05, -3.66], [-2.02, 1.62, -1.33], [-0.83, 1.01, -1.07], [-0.01, -1.37, 0.72], [0.25, -0.64, -1.53], [0.56, -1.66, 1.46], [0.12, 0.37, 0.01], [0.18, 0.49, 1.11], [0.69, 1.04, 0.19], [0.60, -0.64, 0.46], [2.67, 0.07, 0.41], [0.24, -0.22, 3.51], [0.17, -0.20, 0.57], [0.21, -0.97, 1.73], [0.29, -1.53, -0.60], [1.60, -0.85, 0.98], [0.35, 0.91, 0.24], [-0.39, 0.48, -0.65], [0.18, 0.70, 0.24], [1.26, -0.04, -0.32], [0.67, 3.73, 1.18], [-1.92, -3.74, -0.93]],
  "homo_lumo_gap_ev": [1.96, 8.37],
  "multiplicity": 2,
  "total_energy_ev": -10032.504,
  "total_charge": -1
}